[1]
Molecular formula: C34H45ClHfN6O6Sb2
Method: DFT, ωB97M-V/def2-TZVPD

```
95
Properties=species:S:1:pos:R:3
Hf 1.76061 -0.02265 -0.99974
N 0.82395 -2.08400 2.93389
C 1.00997 -2.00069 1.63042
N 1.88730 -1.20451 1.07339
C 2.66544 -0.37556 1.88276
N 3.63224 0.33224 1.37263
N 3.71390 -0.03686 0.02011
C 4.71960 -0.64653 -0.45265
C 4.44041 -1.52160 -1.61185
C 5.43671 -2.05501 -2.39932
C 5.08203 -3.02201 -3.33822
C 3.76084 -3.42255 -3.42004
C 2.81558 -2.81843 -2.59761
N 3.13784 -1.88864 -1.70337
C 2.36914 -0.29849 3.30789
C 2.99020 0.60813 4.17193
C 2.66749 0.60205 5.51158
C 1.73212 -0.30923 6.00814
C 1.11200 -1.21637 5.17518
C 1.43962 -1.20365 3.82184
H 0.11094 -2.71932 3.27192
H 0.37551 -2.61711 1.00360
H 5.68320 -0.66153 0.05092
H 6.46384 -1.73988 -2.28235
H 5.83487 -3.45786 -3.97987
H 3.44176 -4.18330 -4.11739
H 1.76824 -3.08380 -2.67252
H 3.72589 1.29393 3.77653
H 3.14469 1.29651 6.18798
H 1.49169 -0.30664 7.06257
H 0.38631 -1.92302 5.55655
C -2.68859 -2.20506 -3.33011
Sb -2.46261 -1.13467 -1.49333
C -2.54604 0.80349 -2.40092
C -4.54623 -1.13769 -0.95370
C -4.96184 -2.26194 -0.06769
C -5.21057 -3.51326 -0.63661
C -5.60851 -4.59371 0.12861
C -5.80020 -4.42997 1.49440
C -5.58216 -3.19000 2.06687
C -5.15038 -2.09589 1.31249
C -4.97375 -0.77942 1.99965
Sb -2.98590 -0.38277 2.74880
C -3.68949 0.61555 4.51013
C -2.77626 -2.31167 3.68445
H -3.44482 -1.71338 -3.94220
H -3.00258 -3.22925 -3.13254
H -1.75160 -2.23692 -3.88450
H -2.66541 1.56404 -1.63495
H -3.41030 0.81658 -3.06651
H -1.65738 1.02557 -2.99156
H -5.07426 -1.20718 -1.90688
H -4.79097 -0.16093 -0.53867
H -5.10022 -3.63310 -1.70823
H -5.79549 -5.54955 -0.34163
H -6.14877 -5.25263 2.10382
H -5.77916 -3.05222 3.12337
H -5.59160 -0.75795 2.89848
H -5.28079 0.06233 1.38089
H -4.31447 -0.05710 5.09608
H -4.28424 1.48243 4.22461
H -2.85986 0.96115 5.12586
H -3.69784 -2.56601 4.20502
H -1.98362 -2.32506 4.43506
H -2.58551 -3.08474 2.94107
C 1.25757 4.82715 -3.49266
C 2.56486 4.34603 -2.84709
C 3.57246 3.95513 -3.93671
C 3.15538 5.44920 -1.95643
C 2.27888 3.15791 -2.02955
C 2.05594 2.12591 -1.41727
H 1.46335 5.68723 -4.12974
H 0.52713 5.13573 -2.74139
H 0.80891 4.04446 -4.10395
H 3.74832 4.81342 -4.58534
H 3.18819 3.13678 -4.54500
H 4.52470 3.65180 -3.50219
H 3.43792 6.30370 -2.57126
H 4.04087 5.10208 -1.42502
H 2.42391 5.80949 -1.22783
O 0.56916 0.99608 -4.36625
Cl 1.24902 -0.15256 -3.95196
O 1.28230 -1.18928 -4.88682
O 2.57334 0.14989 -3.40621
O 0.56761 -0.69800 -2.66699
N 0.50239 4.03216 0.60782
C 0.68826 2.73912 1.33274
C -0.23991 1.76056 0.59643
O -1.37150 2.12366 0.39581
O 0.27946 0.62752 0.24816
H 0.88625 4.83765 1.10515
H -0.50776 4.15776 0.45254
H 0.97364 3.93612 -0.31752
H 0.33140 2.86872 2.35406
H 1.74546 2.48188 1.31992
```

## Properties
Lowest unoccupied orbital energy (eV): -6.44
Charge: +2
Highest occupied orbital energy (eV): -11.693
E (eV): -84098.4490
ΔE to the lowest compared entry with this formula, charge and spin (kJ/mol): 128.3
M (u): 1091.23
2S+1: 1
Frontier orbital gap (eV): 5.3

***

[2]
Molecular formula: C4H12
Method: DFT, ωB97M-V/def2-TZVPD

```
16
Properties=species:S:1:pos:R:3
C -0.77261 2.55981 0.64237
C 0.49741 1.49782 0.62418
H -0.56367 3.42696 1.31215
H -0.84265 2.68594 -0.44651
H -1.84688 2.28487 1.01437
H 1.17139 1.87133 -0.14852
H 0.05515 0.51865 0.42333
H 0.97944 1.50510 1.55853
C -0.37562 -2.56674 -0.50027
C 0.72185 -1.55170 -0.72598
H -0.12954 -3.50830 -0.58894
H -1.17359 -2.24358 0.20315
H -1.08681 -2.47890 -1.39812
H 0.45433 -0.56821 -0.19716
H 1.59363 -2.12173 -0.20298
H 1.31817 -1.31132 -1.56958
```

## Properties
Lowest unoccupied orbital energy (eV): 1.06
Highest occupied orbital energy (eV): -10.297
E (eV): -4339.9745
ΔE to the lowest compared entry with this formula, charge and spin (kJ/mol): 246.4
M (u): 60.14
2S+1: 1
Frontier orbital gap (eV): 11.4
SMILES: CC.CC

***

[3]
Molecular formula: C23H46BF9N4O12S2
Method: DFT, ωB97M-V/def2-TZVPD

```
97
Properties=species:S:1:pos:R:3
N 3.18404 2.13747 -0.61102
C 3.28193 0.72641 -0.26008
C 3.13465 0.51137 1.24834
S 4.78158 0.99310 1.92041
O 4.90770 0.80015 3.30699
O 5.04512 2.36063 1.61704
C 6.21280 0.05797 1.15331
F 6.53199 0.51181 -0.04093
F 7.20315 0.45029 1.91206
C 6.21326 -1.49918 1.22173
F 5.47923 -1.95013 2.21015
F 7.44389 -1.89473 1.52210
C 5.81145 -2.26562 -0.05612
F 4.57234 -1.99992 -0.44079
F 5.79322 -3.54186 0.28178
C 6.74902 -2.12902 -1.31799
F 6.94509 -3.32504 -1.81707
F 6.12870 -1.44483 -2.24699
F 7.91822 -1.60508 -1.08455
O 2.89693 -0.85842 1.53256
S 2.35372 -1.04863 3.05692
O 3.26917 -1.43869 4.03714
O 1.21940 -1.86733 3.01136
O 2.04885 0.51205 3.29365
C 1.95922 1.17676 1.98036
C 0.49409 0.88411 1.55703
C 0.13930 0.87554 0.05482
C 0.05316 -0.58011 -0.46824
C -1.32562 -0.91111 -1.10329
O -1.25409 -0.74438 -2.51825
B 1.95811 2.74955 2.30761
N 1.50097 3.72181 1.29278
O 2.38300 3.16394 3.51893
H 2.67801 2.28120 -1.47179
H 4.10782 2.54167 -0.66814
H 4.22053 0.32534 -0.64448
H 2.50563 0.19909 -0.79746
H 0.08963 -0.02326 1.98626
H -0.10465 1.68306 2.00303
H -0.87402 1.26444 -0.03458
H 0.76498 1.50583 -0.56460
H 0.22160 -1.33204 0.30309
H 0.77001 -0.78674 -1.26067
H -1.49105 -1.97235 -0.95433
H -2.12537 -0.30281 -0.67621
H -0.94067 0.15272 -2.70700
H 0.82609 4.36653 1.69286
H 2.31889 4.21715 0.95385
H 2.17112 4.10441 3.58393
C -3.90257 -2.91539 1.06553
O -2.65726 -3.00140 1.72833
C -2.64281 -2.45770 3.04515
C -2.62468 -3.53843 4.10948
N -3.89117 -4.25823 4.17988
C -3.85119 -5.51711 4.92644
C -2.84277 -6.59294 4.52266
O -3.11375 -7.24044 3.29253
C -2.76100 -6.51108 2.13269
H -3.72859 -3.09776 0.00518
H -4.60770 -3.67473 1.41994
H -4.35263 -1.92483 1.17892
H -3.46937 -1.75568 3.19747
H -1.71150 -1.89059 3.13019
H -2.42408 -3.07612 5.08074
H -1.78756 -4.20498 3.87218
H -4.21525 -4.45608 3.24402
H -4.84821 -5.95635 4.84424
H -3.69707 -5.27859 5.98406
H -2.90327 -7.38053 5.27796
H -1.80693 -6.23464 4.54552
H -1.83779 -5.94257 2.26775
H -3.57472 -5.84714 1.83062
H -2.61031 -7.22375 1.32146
C -3.79595 4.13618 -7.01102
O -2.98008 5.11852 -6.40266
C -3.62208 5.88259 -5.38971
C -3.16707 5.48019 -3.99849
N -3.65466 4.15787 -3.62585
C -2.99842 3.55520 -2.46552
C -1.47876 3.39380 -2.46837
O -0.97944 2.40535 -3.35933
C -0.91570 2.78773 -4.72314
H -3.30396 3.81819 -7.92936
H -3.91386 3.25181 -6.37563
H -4.78287 4.53223 -7.26425
H -4.71144 5.83894 -5.48435
H -3.32139 6.92106 -5.55192
H -3.54101 6.21285 -3.27662
H -2.07127 5.52992 -3.99474
H -3.54943 3.52993 -4.41004
H -3.43301 2.55910 -2.34907
H -3.28269 4.13050 -1.57806
H -1.19602 3.04308 -1.47286
H -0.95031 4.34316 -2.61070
H -0.63060 3.83498 -4.84287
H -1.86646 2.59307 -5.22268
H -0.16354 2.16767 -5.21113
```

## Properties
Lowest unoccupied orbital energy (eV): 0.02
Highest occupied orbital energy (eV): -8.527
E (eV): -101927.3598
M (u): 816.56
2S+1: 1
Frontier orbital gap (eV): 8.5
SMILES: NC[C@]1(S(=O)(=O)C(F)(F)C(F)(F)C(F)(F)C(F)(F)F)OS(=O)(=O)O[C@@]1(CCCCO)B(N)O.COCCNCCOC.COCCNCCOC

***

[4]
Molecular formula: C3H2FLuO
Method: DFT, ωB97M-V/def2-TZVPD

```
8
Properties=species:S:1:pos:R:3
C -1.20285 0.42569 -0.05872
C -0.58321 -0.75866 0.10187
O 0.81478 -0.69684 0.02426
C 1.37575 0.42980 0.36126
F -2.33953 0.69501 0.59565
H -0.95655 1.13685 -0.84913
H -0.99023 -1.71733 -0.21845
Lu 3.88183 0.48547 0.04325
```

## Properties
Lowest unoccupied orbital energy (alpha / beta) (eV): -11.40 / -10.59
Charge: +2
Highest occupied orbital energy (alpha / beta) (eV): -17.753 / -17.586
E (eV): -41501.4383
M (u): 248.01
2S+1: 1
Frontier orbital gap (alpha / beta) (eV): 6.3 / 7.0

***

[5]
Molecular formula: C46H67InNO2P2SSi
Method: DFT, ωB97M-V/def2-TZVPD

```
121
Properties=species:S:1:pos:R:3
In -1.71615 -0.44571 -1.58806
C -1.18607 3.76562 -1.22526
Si -0.23663 2.15917 -1.03109
C 0.96607 2.08806 -2.48328
C 0.89175 3.09065 -3.46082
C 1.61384 3.00534 -4.64399
C 2.43933 1.91439 -4.87003
C 2.55490 0.92608 -3.90191
C 1.83042 0.99460 -2.71189
P 1.98564 -0.19500 -1.32629
C 3.51131 0.49445 -0.51997
C 4.73679 0.84983 -1.36464
C 5.67636 1.75595 -0.54444
C 5.68069 1.39165 0.95270
C 5.35708 -0.08655 1.14475
C 3.91111 -0.35938 0.70471
C 2.41202 -1.85455 -2.03209
C 1.47099 -2.22536 -3.19015
C 1.55963 -3.72100 -3.49066
C 2.99691 -4.12214 -3.82675
C 3.96279 -3.70802 -2.71660
C 3.85740 -2.21364 -2.39291
C 0.54837 2.32143 0.68416
C 1.53367 3.29979 0.87520
C 2.08515 3.53656 2.12588
C 1.64160 2.80134 3.21978
C 0.65198 1.84330 3.05582
C 0.09129 1.59067 1.79979
P -1.08757 0.23010 1.44619
C -0.58685 -1.17843 2.53559
C -0.67875 -1.12373 4.09199
C 0.64122 -1.48422 4.77550
C 1.14281 -2.84939 4.30485
C 1.24353 -2.91584 2.75874
C 0.82369 -1.60345 2.10095
C -2.85767 0.65346 1.88122
C -3.37699 0.56172 3.32225
C -2.99523 1.77430 4.17373
C -3.50005 3.06600 3.53116
C -2.94587 3.20522 2.11446
C -3.31186 1.98736 1.26315
H -0.48516 4.61096 -1.18976
H -1.73601 3.81233 -2.16847
H -1.89627 3.89199 -0.40703
H 0.24985 3.94976 -3.30461
H 1.52968 3.78919 -5.38781
H 3.00542 1.83981 -5.79101
H 3.23609 0.10009 -4.06967
H 3.11858 1.44340 -0.14698
H 5.26777 -0.05292 -1.66725
H 4.44622 1.36518 -2.27990
H 6.68869 1.67391 -0.94722
H 5.37657 2.80002 -0.66768
H 6.64281 1.64532 1.40023
H 4.92454 1.97934 1.48465
H 6.05759 -0.69254 0.56019
H 5.48712 -0.38193 2.18775
H 3.77811 -1.42722 0.49898
H 3.23495 -0.11687 1.52546
H 2.12917 -2.51512 -1.20035
H 0.44002 -1.94169 -2.96869
H 1.76120 -1.66697 -4.08516
H 1.21798 -4.27854 -2.61223
H 0.88647 -3.97835 -4.31156
H 3.05974 -5.20046 -3.99389
H 3.29759 -3.63816 -4.76441
H 3.72987 -4.27982 -1.81021
H 4.99091 -3.95500 -2.99137
H 4.53828 -1.97285 -1.57638
H 4.18159 -1.63111 -3.26364
H 1.89204 3.87263 0.02317
H 2.85958 4.28539 2.24776
H 2.06313 2.97720 4.20225
H 0.32264 1.28283 3.92109
H -1.26549 -1.95911 2.17261
H -1.03102 -0.16227 4.45657
H -1.42557 -1.85371 4.41855
H 1.39645 -0.72039 4.56537
H 0.49759 -1.48695 5.85820
H 2.10998 -3.06643 4.76175
H 0.45220 -3.61510 4.66913
H 2.26320 -3.16449 2.45351
H 0.60263 -3.70999 2.36315
H 1.52728 -0.81276 2.36738
H 0.85786 -1.70260 1.01636
H -3.35048 -0.14302 1.30541
H -4.47324 0.52923 3.26034
H -3.07532 -0.37036 3.79344
H -3.39439 1.66202 5.18441
H -1.90608 1.84233 4.26548
H -4.59576 3.04070 3.49092
H -3.22216 3.93121 4.13752
H -3.32835 4.11376 1.64188
H -1.85804 3.31203 2.16981
H -4.40527 1.94781 1.17871
H -2.94067 2.08492 0.24407
O -3.61091 -1.67253 -0.89511
N -3.61316 -2.80033 -0.19901
C -4.81976 -3.24377 0.23576
C -4.94832 -4.38965 0.96510
C -3.79272 -5.11857 1.26581
C -2.58115 -4.66771 0.81202
C -2.45765 -3.48702 0.04523
S -0.95669 -2.90695 -0.54297
H -5.64308 -2.60746 -0.04861
H -5.93043 -4.70521 1.28788
H -3.85293 -6.03081 1.84660
H -1.66610 -5.20423 1.02115
C -5.81810 0.84552 -3.00539
C -5.28520 2.03335 -3.80866
C -3.88770 2.23540 -3.22308
O -3.90252 1.64649 -1.91472
C -5.19936 1.08921 -1.64009
H -5.45272 -0.09891 -3.41440
H -6.90730 0.81284 -2.96918
H -5.90539 2.91398 -3.62943
H -5.25693 1.85121 -4.88244
H -3.61829 3.28887 -3.14027
H -3.11798 1.72943 -3.81183
H -5.78881 1.80335 -1.05454
H -5.05762 0.17626 -1.06241
```

## Properties
Lowest unoccupied orbital energy (alpha / beta) (eV): 0.57 / -0.30
Highest occupied orbital energy (alpha / beta) (eV): -5.623 / -6.985
E (eV): -96838.9021
ΔE to the lowest compared entry with this formula, charge and spin (kJ/mol): 49.7
M (u): 902.97
Expectation value of S²: 0.762
2S+1: 2
Frontier orbital gap (alpha / beta) (eV): 6.2 / 6.7

***

[6]
Molecular formula: C5H7N3
Method: DFT, ωB97M-V/def2-TZVPD

```
15
Properties=species:S:1:pos:R:3
N 1.45679 0.29782 0.29322
C 0.31613 -0.42147 0.09735
C -1.07584 -0.08553 0.58023
N -1.94226 -1.15279 0.51096
C 2.15401 0.27282 -0.88563
C 1.30151 -0.26190 -1.81209
C -1.32334 1.03530 1.28073
N 0.15107 -0.66678 -1.19887
H 1.73067 0.74457 1.14904
H -1.67631 -1.90354 -0.14052
H -2.91096 -0.95062 0.72637
H 3.15915 0.62885 -0.98557
H 1.48480 -0.48014 -2.83838
H -0.62883 1.84044 1.31555
H -2.19659 1.10296 1.90761
```

## Properties
Lowest unoccupied orbital energy (eV): 0.89
Highest occupied orbital energy (eV): -7.825
E (eV): -9767.5098
ΔE to the lowest compared entry with this formula, charge and spin (kJ/mol): 181.2
M (u): 109.13
2S+1: 1
Frontier orbital gap (eV): 8.7
SMILES: C=C(N)c1ncc[nH]1